## A
14
Properties=species:S:1:pos:R:3 method="wB97M-V/def2-TZVPD" gap_ev=9.5 charge=0 lumo_energy_ev=0.60 homo_ha=-0.3253
C 0.587 0.872 -1.331
H -0.561 2.847 -2.377
H 1.008 -0.609 1.554
H 1.283 1.646 -0.876
H -0.046 -0.921 -0.312
S -0.408 1.568 -2.632
H 1.071 1.043 1.450
C 0.079 0.127 -0.073
H -1.072 -2.915 2.196
N 1.135 0.175 0.929
H 1.375 0.301 -1.834
H -2.226 -2.149 1.619
H -0.931 0.391 0.255
O -1.294 -2.376 1.432

=====

## B
14
Properties=species:S:1:pos:R:3 method="wB97M-V/def2-TZVPD" gap_ev=8.9 charge=0 lumo_energy_ev=0.63 homo_ha=-0.3031
S 1.903 0.224 0.637
N -0.618 -0.107 1.087
C 0.290 -0.058 -0.044
H 3.040 0.492 -1.597
H 0.031 0.856 -0.613
H 2.392 1.989 -0.857
H -1.533 -0.345 0.689
H -4.109 -1.976 0.225
H -4.465 -0.463 0.324
C 2.925 1.046 -0.650
O -3.704 -1.078 0.222
H 3.928 1.287 -0.260
H -0.293 -0.948 1.575
H 0.214 -0.918 -0.737

=====

Most stable structure, least stable structure: B, A.

=====

## A
19
Properties=species:S:1:pos:R:3 method="wB97M-V/def2-TZVPD" gap_ev="7.5 / 7.5" charge=+2 lumo_energy_ev="-10.73 / -10.72" homo_ha="-0.6687 / -0.6690"
N 0.183 0.023 -1.266
H -0.957 2.181 0.015
N -0.415 -0.814 0.704
H -0.782 1.462 1.580
N -0.552 -1.624 2.770
H -0.117 1.575 -2.655
H 0.613 2.207 0.728
H -1.096 -2.423 2.326
H 0.964 0.366 -3.120
H 1.305 1.665 -2.110
H 0.275 -1.621 -2.493
C -0.247 1.627 0.585
C 0.537 0.853 -2.326
N 0.250 -1.277 -1.552
N -0.036 -0.802 1.940
H 0.519 0.065 2.310
C 0.004 0.314 -0.009
H -0.347 -1.877 -1.077
H -0.099 -1.899 3.650

=====

## B
19
Properties=species:S:1:pos:R:3 method="wB97M-V/def2-TZVPD" gap_ev="7.4 / 7.2" charge=+2 lumo_energy_ev="-11.30 / -11.29" homo_ha="-0.6876 / -0.6794"
H -1.846 -1.651 1.289
N -1.566 -1.563 0.354
H 1.086 2.580 0.418
H 2.483 1.954 -0.358
H -2.395 -3.576 0.496
H 0.686 -0.780 -1.884
N 1.308 0.041 -1.585
H 0.825 1.080 1.976
N -0.697 -0.852 -0.184
H -0.905 0.251 2.103
H -0.798 1.860 1.740
H 1.899 0.573 -2.397
N 0.820 0.793 -0.622
C -0.287 0.926 1.553
H 1.359 2.822 -1.378
N -1.656 -3.238 -0.138
H -1.747 -3.564 -1.106
C -0.040 0.275 0.233
C 1.473 2.067 -0.509

=====

Most stable structure, least stable structure: A, B.

=====

## A
18
Properties=species:S:1:pos:R:3 method="wB97M-V/def2-TZVPD" gap_ev=9.8 charge=0 lumo_energy_ev=0.76 homo_ha=-0.3317
H 0.513 -1.546 0.067
P -1.211 0.704 -0.109
H 1.287 1.995 -0.928
C -2.213 -0.574 0.661
H 0.780 2.707 0.602
H 1.192 -0.543 -1.214
H -3.129 -1.149 -1.131
C -3.077 -1.270 -0.060
H 0.470 0.463 1.592
C 1.123 -0.668 -0.134
H 2.303 1.796 0.510
H -1.131 0.320 -1.437
C 0.516 0.578 0.503
H -3.761 -1.979 0.380
H -2.159 -0.641 1.740
C 1.274 1.850 0.152
H 2.125 -0.846 0.251
O -2.037 2.251 -0.005

=====

## B
18
Properties=species:S:1:pos:R:3 method="wB97M-V/def2-TZVPD" gap_ev=10.7 charge=0 lumo_energy_ev=0.95 homo_ha=-0.3568
H 0.394 -2.666 -1.318
C -0.015 -1.730 0.844
C 0.439 -0.689 -0.229
H -0.182 1.263 2.155
H -1.291 2.199 0.977
H -0.131 2.829 -0.684
H -0.976 -2.148 0.612
H -0.984 1.653 -1.772
C -0.158 1.761 -1.151
H 0.770 1.658 -1.754
H -0.128 -1.334 1.850
H -1.793 0.600 1.359
O 1.318 0.459 0.322
P 0.792 -1.395 -1.904
C -0.873 1.191 1.261
H 2.092 -1.865 -1.584
H 0.778 -2.509 0.960
C -0.050 0.723 0.055

=====

Most stable structure, least stable structure: A, B.

=====

## A
43
Properties=species:S:1:pos:R:3 method="wB97M-V/def2-TZVPD" gap_ev=8.4 charge=0 lumo_energy_ev=0.47 homo_ha=-0.2907
H -4.972 3.711 0.146
H 1.804 -2.019 0.331
H 1.668 -4.917 0.281
C 1.265 -2.837 0.826
O -2.315 2.022 -0.685
C -3.185 1.030 -0.382
H 6.610 1.415 -1.115
C -0.958 -2.939 0.238
C 2.920 1.034 -0.022
S -0.747 0.915 1.535
H -5.264 1.016 0.274
H -0.150 -1.942 -1.523
H 1.779 -3.075 1.761
H 5.880 2.247 1.088
O -3.677 -1.237 -0.736
H 3.545 2.002 1.792
H -1.880 -2.407 -1.650
H -0.736 -4.642 -1.118
H -1.927 -2.999 0.741
H 1.508 -3.826 -1.096
H -0.673 -5.043 0.607
C 5.168 1.775 0.427
C -0.387 -4.307 -0.144
C -2.831 -0.384 -0.551
H -2.408 4.079 -0.700
O -0.043 -2.409 1.172
C 0.906 1.376 1.470
H 1.310 1.998 2.242
N -1.489 -0.684 -0.579
C -1.099 -2.023 -0.993
C 4.663 0.700 -1.654
C -4.236 2.967 -0.080
H 2.622 0.097 -1.915
C 1.124 -4.056 -0.103
C 3.851 1.640 0.822
C -4.393 1.568 -0.012
N 0.699 0.137 -0.444
H 4.979 0.333 -2.620
C -2.956 3.179 -0.500
C 1.524 0.869 0.361
C 5.579 1.307 -0.811
C 3.345 0.564 -1.265
C -0.499 0.069 0.007

=====

## B
43
Properties=species:S:1:pos:R:3 method="wB97M-V/def2-TZVPD" gap_ev=8.4 charge=0 lumo_energy_ev=0.11 homo_ha=-0.3048
H -3.985 -5.008 1.868
H -6.928 -4.198 1.303
N 1.289 1.951 -1.340
C 0.303 0.641 1.522
S 2.014 0.618 -0.610
H -5.452 -3.413 0.604
H 2.658 3.244 -0.551
H 0.878 1.659 -2.215
H -1.811 -2.311 0.223
C -5.884 -3.958 1.429
C 3.068 3.015 -2.649
C 2.114 3.142 -1.492
C 3.605 3.381 -4.967
C -5.013 -4.904 2.180
C 5.084 2.098 -3.585
C -0.124 -1.045 -0.145
C 2.756 3.559 -3.888
H 5.431 2.506 -5.659
C -0.787 0.207 2.249
O 2.367 -0.359 -1.602
H 1.845 4.130 -4.008
H -2.994 -0.140 4.385
N -4.354 -1.709 3.978
H -6.130 -3.613 3.628
C 4.770 2.648 -4.816
H -1.046 0.687 3.179
H 1.446 3.999 -1.622
C 0.625 0.013 0.333
H 3.355 3.812 -5.926
C -2.704 -1.323 2.534
O -3.448 -2.370 2.072
H 0.924 1.453 1.863
C -1.561 -0.861 1.782
O 3.024 1.093 0.289
C -1.216 -1.484 0.578
H 0.170 -1.514 -1.070
C -5.415 -3.597 2.818
H 4.476 1.848 -1.545
C -3.277 -0.925 3.715
C 4.239 2.280 -2.505
H 5.991 1.525 -3.465
C -4.418 -2.548 2.985
H -5.447 -5.807 2.579

=====

Most stable structure, least stable structure: A, B.

=====

## A
55
Properties=species:S:1:pos:R:3 method="wB97M-V/def2-TZVPD" s_squared=0.755 gap_ev="5.9 / 5.9" charge=-1 lumo_energy_ev="2.01 / 2.01" homo_ha="-0.1420 / -0.1419" multiplicity=2
C 2.228 4.347 -5.314
H -1.452 -2.805 2.653
N 3.290 -0.699 3.052
H -2.531 -2.081 0.623
H 4.023 -0.663 2.360
O -1.551 0.228 -2.909
H 1.219 -1.434 4.919
C 0.775 -1.573 0.259
O 0.248 1.385 0.444
C -4.365 1.071 -0.735
C -3.270 1.831 1.278
N -1.660 -1.935 0.126
H -0.399 -1.088 4.354
S 2.952 2.880 -4.803
H -5.402 1.788 1.002
C -3.111 0.827 -1.280
C 0.789 3.314 -3.379
C -4.438 1.581 0.554
Cl 3.191 -2.436 -4.944
N 1.044 -0.113 3.305
C -0.547 -1.744 1.043
N 2.441 1.239 2.099
H -5.239 0.858 -1.334
O -3.738 -0.088 -3.374
H -3.276 2.230 2.283
C -2.073 1.556 0.653
S -0.449 3.171 -2.166
C -2.818 0.262 -2.664
O -0.524 2.000 2.456
H 0.353 0.627 3.122
H -0.705 -0.773 1.527
C -0.469 -2.797 2.163
C 2.243 0.119 2.792
O 1.827 -1.854 0.846
H 3.035 -1.649 3.264
C 1.809 2.449 -3.558
C 0.607 -2.637 3.241
S 0.797 4.701 -4.438
Ti -0.163 0.708 -1.542
Cl 0.364 -2.267 -4.148
N -2.021 1.062 -0.576
H -1.509 -2.711 -0.507
H 1.605 1.699 1.731
H 3.219 1.259 1.461
S 2.859 5.333 -6.499
C 2.027 -2.442 -3.598
O 0.699 -1.103 -0.921
H 2.254 -1.600 -2.955
H 0.465 -3.411 4.002
S 2.067 0.996 -2.625
H 2.131 -3.392 -3.090
C -0.676 1.688 1.262
C 0.613 -1.315 4.015
H -0.358 -3.779 1.694
H 1.570 -2.820 2.771

=====

## B
55
Properties=species:S:1:pos:R:3 method="wB97M-V/def2-TZVPD" s_squared=0.767 gap_ev="5.6 / 5.5" charge=-1 lumo_energy_ev="1.93 / 1.93" homo_ha="-0.1333 / -0.1331" multiplicity=2
H -3.964 1.923 1.815
S 0.117 -3.533 -1.496
N -2.841 -0.285 2.086
C -1.276 1.976 -4.119
O -0.601 -1.275 0.527
N 1.719 -1.443 -0.169
S -2.706 -5.768 -6.140
H 0.796 0.863 1.505
H -2.137 -1.017 2.026
H -1.826 1.521 -3.303
C 0.149 -1.606 1.518
H -1.248 3.427 2.004
C -0.543 1.522 0.000
N 1.921 1.566 -0.069
O 3.768 -1.092 -2.962
H -2.861 2.839 2.674
O -0.252 -1.699 2.695
C 3.908 -2.135 1.325
C -0.364 3.262 2.611
C -2.170 -4.758 -4.935
C 1.563 -1.745 1.131
S -0.976 -5.194 -3.779
C 2.930 -1.510 -0.758
H 5.005 -1.880 -0.546
H -3.562 -0.287 1.385
Ti 0.148 -1.003 -1.279
H 4.779 -2.397 1.911
C 0.760 1.705 0.804
H 2.507 -2.329 2.957
H 0.316 1.864 4.107
Cl -2.149 1.641 -5.631
H 1.916 2.254 -0.812
C -1.770 -2.740 -3.312
N -3.291 1.937 2.565
O 1.551 -1.025 -2.551
C -0.631 2.183 3.668
S -1.962 -1.186 -2.535
C 2.659 -2.092 1.913
C -2.438 0.883 2.575
Cl 0.338 1.280 -4.103
C 2.811 -1.186 -2.230
O -1.586 2.009 0.438
S -2.730 -3.150 -4.711
H -1.197 3.051 -4.019
H 0.846 3.851 0.951
H 2.787 1.649 0.448
C 0.794 2.999 1.636
C 4.047 -1.842 -0.045
H -1.227 2.598 4.486
H -0.152 4.193 3.147
H 1.736 2.980 2.196
H -0.741 0.075 3.186
C -0.934 -3.700 -2.874
O -0.467 0.867 -1.101
N -1.266 0.958 3.186

=====

Most stable structure, least stable structure: A, B.

=====

## A
55
Properties=species:S:1:pos:R:3 method="wB97M-V/def2-TZVPD" gap_ev=9.3 charge=+1 lumo_energy_ev=-2.35 homo_ha=-0.4297
H 2.859 -2.729 1.217
H 2.249 2.156 -3.276
O -1.268 1.196 -0.291
H 1.852 3.523 1.562
H 1.616 -2.940 -0.915
O -2.381 2.596 1.939
H 0.315 4.462 -1.516
H 3.441 2.668 -2.418
C 1.164 0.137 1.588
H 1.153 -0.160 4.382
O -3.188 -0.438 2.285
O -0.838 -2.341 -3.759
N -1.270 -2.172 -0.951
H 2.670 -0.287 -2.655
H 0.184 -0.325 1.619
O -0.905 -2.649 2.987
O 0.932 3.727 -1.536
H -4.079 0.954 -2.169
H 1.713 -1.628 4.646
H -0.443 -1.890 0.927
H 0.163 2.514 -2.608
H -1.349 1.129 0.669
O 1.747 -0.550 -2.658
O 2.947 1.887 -2.674
H 2.811 2.283 0.683
C 2.196 -0.696 1.441
C -0.309 -2.564 0.129
C 1.933 -2.161 1.149
H -0.546 1.837 -0.320
H -1.199 2.007 -3.263
H 0.212 1.923 2.341
H -2.186 -2.582 -0.803
H 1.291 -2.726 1.806
O 1.070 -1.089 4.183
H 1.283 0.193 -2.257
H -2.639 0.379 -1.997
H 1.302 -1.442 -0.906
H 3.211 -0.343 1.578
C 1.141 -2.259 -0.186
H -0.483 -3.590 0.431
H 1.261 3.561 -0.643
C 1.940 2.474 1.301
O -3.561 0.150 -2.127
H -1.363 -1.164 -0.919
C 1.083 1.581 1.796
H -3.670 -0.378 3.119
H -2.492 -1.046 2.563
O -0.265 1.831 -3.151
H -0.056 -2.172 3.100
H -0.868 -3.352 3.642
H -1.896 3.134 2.568
H -0.554 -1.529 -4.191
H -0.890 -2.315 -1.911
H -3.288 2.486 2.212
H -1.797 -2.385 -3.695

=====

## B
55
Properties=species:S:1:pos:R:3 method="wB97M-V/def2-TZVPD" gap_ev=8.8 charge=+1 lumo_energy_ev=-2.18 homo_ha=-0.4042
H -2.031 3.287 -1.878
O -3.239 2.173 0.341
H 2.606 -0.563 0.050
O 0.087 2.098 -3.695
H 3.427 3.491 -0.842
H 3.263 -2.179 1.702
C -1.466 -0.715 0.696
H 4.560 2.965 0.037
C 0.740 0.517 -0.075
C -0.029 -0.779 0.161
H 0.091 -1.397 -0.729
H 4.210 -2.461 -2.610
H -1.002 3.783 0.540
H -0.766 0.090 2.684
C -2.830 -0.396 2.553
H 3.499 -1.217 -3.388
H 0.344 -2.116 3.482
H -3.662 -0.868 2.056
H -0.143 2.311 -4.632
N 2.158 0.125 -0.504
H 0.149 -3.250 2.349
H -2.536 -2.327 -1.799
H -3.615 2.992 -0.058
O -2.003 2.448 -2.306
H 2.142 -0.379 4.925
H -2.206 1.827 -1.576
O 3.650 -1.666 -2.454
O 0.711 -0.294 -2.781
H 0.363 1.035 -0.948
H 2.783 1.034 -0.435
H 0.784 1.144 0.799
H -3.786 1.699 0.928
O 3.039 -1.232 1.605
H -0.169 -5.206 1.114
H 0.466 -1.443 0.946
H -3.059 0.090 3.508
H -0.072 5.080 0.101
O 3.844 2.674 -0.456
O 0.545 -2.366 2.645
H -3.626 -1.061 -2.000
O -0.646 -4.529 1.501
C -1.574 -0.335 2.139
H -1.883 -0.593 -2.121
H -3.475 -0.659 0.271
H 2.075 -0.319 -1.463
H -1.301 -4.348 0.869
H -0.601 2.259 -3.006
H 2.002 -1.410 1.976
C -2.515 -0.868 -0.116
H 1.275 -0.038 3.724
H 0.700 0.636 -3.099
O -0.361 4.118 -0.087
H 0.272 -0.883 -3.414
O 1.348 -0.718 4.356
C -2.535 -1.262 -1.585

=====

Most stable structure, least stable structure: A, B.